{"formula": "C42H82FN7O9", "method": "ωB97M-V/def2-TZVPD", "symbols": ["F", "O", "O", "O", "O", "O", "O", "O", "O", "O", "N", "N", "N", "N", "N", "N", "N", "C", "C", "C", "C", "C", "C", "C", "C", "C", "C", "C", "C", "C", "C", "C", "C", "C", "C", "C", "C", "C", "C", "C", "C", "C", "C", "C", "C", "C", "C", "C", "C", "C", "C", "C", "C", "C", "C", "C", "C", "C", "C", "H", "H", "H", "H", "H", "H", "H", "H", "H", "H", "H", "H", "H", "H", "H", "H", "H", "H", "H", "H", "H", "H", "H", "H", "H", "H", "H", "H", "H", "H", "H", "H", "H", "H", "H", "H", "H", "H", "H", "H", "H", "H", "H", "H", "H", "H", "H", "H", "H", "H", "H", "H", "H", "H", "H", "H", "H", "H", "H", "H", "H", "H", "H", "H", "H", "H", "H", "H", "H", "H", "H", "H", "H", "H", "H", "H", "H", "H", "H", "H", "H", "H"], "coordinates": [[2.016, -3.087, 1.448], [7.451, 3.331, 3.004], [-1.209, -1.406, -9.111], [-1.164, -5.594, 0.245], [-3.371, 4.386, -0.379], [-1.724, 0.595, -5.156], [-6.810, 0.389, -0.121], [3.968, 4.040, 0.306], [0.296, -9.764, -0.387], [-5.382, 3.336, -1.342], [-1.484, 2.761, 1.254], [6.607, 5.698, 1.256], [-0.046, 1.253, -7.630], [0.452, 0.800, -0.634], [0.790, -7.382, 1.780], [-5.547, -1.628, 5.211], [-0.112, 2.402, -2.576], [-2.302, -1.064, 5.816], [1.528, -9.216, 0.083], [-0.264, 2.044, -1.084], [0.048, -5.175, 0.895], [-0.458, -0.219, 4.055], [0.799, -0.751, 1.540], [1.119, -6.275, 0.880], [1.493, -8.642, 1.518], [-0.711, -0.726, 5.603], [-1.157, -0.061, -9.587], [0.132, 0.604, 0.821], [-7.131, 1.404, -1.154], [-1.298, 1.886, -7.212], [-2.207, -5.966, 1.135], [0.522, -1.153, 3.115], [4.058, 5.366, 0.828], [-1.977, 4.365, -0.849], [0.703, 3.495, -2.735], [-4.023, -2.949, 6.773], [-0.001, 0.796, -9.023], [-1.644, -1.542, -7.768], [-1.459, 1.905, -5.686], [6.480, 5.578, 2.710], [-1.217, 3.025, -0.201], [-5.781, 1.995, -1.880], [-5.371, -2.998, 5.836], [4.749, 3.078, 0.996], [5.389, 6.100, 0.545], [2.046, 3.856, -1.868], [8.312, 2.872, 1.971], [-0.698, -8.802, -0.700], [-0.599, -0.033, -4.556], [0.222, 4.583, -3.911], [-2.645, -2.687, 5.861], [-1.099, 1.123, 3.362], [1.783, -1.809, 0.696], [3.235, -1.043, 0.566], [-2.087, 2.077, 4.283], [-3.966, 3.156, -0.989], [-1.394, 2.608, 5.676], [7.600, 4.725, 3.323], [-0.818, 1.520, 1.772], [-2.744, -0.584, 6.809], [1.005, -2.109, 3.603], [1.028, -9.392, 2.166], [-1.215, -8.511, 0.212], [-2.857, -0.661, 4.839], [-0.289, 0.060, 6.395], [-2.478, -0.875, -7.531], [-6.026, 2.061, -3.038], [3.273, 5.929, 0.310], [-4.882, 1.218, -1.785], [1.736, 4.297, -0.804], [0.831, 4.483, -4.904], [-7.736, 2.299, -0.653], [-1.325, 2.910, -7.594], [-1.977, -2.571, -7.610], [1.259, -2.043, -0.323], [-1.789, -3.324, 6.379], [1.209, -6.612, -0.160], [2.082, -5.850, 1.173], [-0.985, -0.148, -10.667], [0.923, 0.220, -9.127], [4.148, -1.754, 0.386], [-1.867, 1.946, 6.550], [-2.347, 2.504, -5.448], [-3.919, -4.008, 7.304], [-2.302, -5.264, 1.968], [-6.360, -3.268, 6.413], [6.925, 4.813, 0.867], [-0.610, 2.384, -5.185], [5.608, 5.993, -0.522], [-3.402, 2.816, -1.971], [0.168, 5.687, -3.485], [-3.144, -5.973, 0.572], [-0.034, 0.659, -3.925], [-0.056, -1.708, 5.781], [2.226, -10.061, 0.100], [3.110, -0.243, -0.301], [-1.328, 5.290, -0.484], [0.151, 0.456, -7.028], [5.533, 5.106, 2.996], [-0.801, -1.375, -7.100], [-0.906, 4.310, -4.193], [3.381, -0.418, 1.571], [0.424, -4.332, 0.303], [-1.890, 4.387, -2.040], [-4.073, -2.140, 7.628], [-3.084, 1.489, 4.562], [-0.141, -4.795, 1.905], [4.712, 3.213, 2.081], [-5.571, -0.864, 5.948], [-6.013, -0.116, -0.466], [-0.962, -0.857, -3.938], [-6.420, -1.579, 4.618], [-7.759, 0.865, -2.011], [2.524, -8.523, 1.865], [2.826, 2.989, -1.769], [7.929, 3.145, 0.988], [-2.465, 3.049, 3.704], [7.513, 4.789, 4.414], [8.339, 1.780, 2.015], [4.364, 2.082, 0.764], [-2.057, -6.974, 1.520], [8.597, 5.099, 3.062], [-2.785, -3.128, 4.764], [6.498, 6.577, 3.153], [1.942, -8.514, -0.649], [-1.592, 3.754, 5.847], [-1.441, -9.266, -1.354], [-0.211, -7.563, 1.747], [5.772, 3.116, 0.628], [-0.244, 2.326, 5.668], [-5.173, -3.842, 5.017], [2.583, 4.757, -2.433], [-2.172, 1.360, -7.614], [5.238, 7.168, 0.729], [9.330, 3.254, 2.088], [-3.921, 2.332, -0.140], [0.061, -0.462, -5.309], [-2.135, 0.421, -9.488], [3.777, 5.384, 1.886], [-0.286, -7.932, -1.218], [0.110, 1.683, -9.656]], "forces_ev_per_angstrom": [[-0.7, 2.8, -1.4], [0.5, 0.5, -0.2], [-0.1, 0.4, -0.1], [0.0, 0.1, 0.7], [1.2, -1.8, -2.6], [0.4, 0.5, 0.0], [1.0, 0.7, -1.7], [0.1, 0.3, 0.4], [0.3, 0.2, 0.0], [1.6, -2.2, -0.2], [3.3, -3.0, -4.5], [-0.1, -0.5, 0.0], [-0.2, -0.4, 0.2], [-4.6, 5.1, 3.6], [-0.4, -0.1, -0.3], [-0.6, -0.2, 0.2], [1.7, 4.4, 3.5], [-0.3, -0.6, -0.7], [-0.1, -0.3, 0.3], [1.3, -1.8, 0.7], [0.3, -0.1, -0.6], [0.8, 1.4, -3.8], [-1.5, -0.3, 3.3], [-0.5, 0.0, 0.1], [-0.1, 0.1, -0.1], [0.4, 0.0, -0.4], [0.4, -0.2, -0.1], [0.3, -1.6, 1.3], [0.4, 0.0, -0.7], [0.2, -0.4, 0.4], [0.1, 0.1, -0.5], [-1.5, 3.4, -2.6], [0.1, 0.1, -0.4], [1.5, -0.3, 0.2], [-1.4, -1.2, -0.3], [0.1, -0.9, -0.3], [-0.1, -0.1, 0.1], [0.1, -0.2, -0.2], [-0.3, -0.2, -0.3], [0.3, -0.4, -0.2], [0.9, -2.4, 2.3], [-0.7, -0.4, -0.6], [0.3, 0.1, 0.4], [-0.1, -0.1, -0.2], [0.0, -0.2, 0.1], [-0.6, 1.4, -0.3], [-0.2, -0.2, 0.3], [0.0, -0.3, 0.0], [-0.2, -0.1, 0.1], [-0.9, -1.1, 0.0], [-0.3, -0.2, 0.5], [1.3, -2.3, 0.0], [0.3, 1.5, 0.6], [-0.8, 0.7, 0.3], [-0.5, 0.5, -0.4], [-0.3, -0.5, 0.9], [0.0, -1.4, 0.2], [-0.5, -0.1, 0.2], [0.2, -0.2, -0.1], [1.0, -0.9, -2.2], [-1.0, 2.1, -1.4], [0.1, 0.0, -0.1], [-0.1, 0.3, -0.1], [1.0, -0.7, 2.5], [-1.1, -1.6, -1.9], [0.1, 0.1, 0.0], [0.6, 0.2, 2.3], [0.1, -0.1, 0.0], [-2.0, 1.6, -0.1], [0.7, -1.3, -2.2], [-0.9, 0.5, 2.0], [1.4, -2.1, -1.1], [0.0, 0.1, 0.0], [0.0, 0.1, -0.2], [1.2, 0.1, 2.0], [-1.6, 1.6, -1.1], [0.0, 0.1, 0.0], [0.0, 0.1, 0.0], [0.0, 0.0, 0.1], [-0.1, 0.0, -0.1], [-2.0, 1.3, 0.2], [1.0, 1.8, -1.7], [0.1, 0.0, 0.0], [-0.2, 2.2, -1.1], [0.0, 0.0, 0.0], [2.1, 0.1, -0.7], [-0.1, 0.3, 0.2], [0.0, -0.3, -0.1], [-0.1, 0.1, 0.0], [-0.8, 0.8, 2.0], [0.6, -2.4, -0.8], [0.1, 0.1, 0.0], [-0.1, -0.1, -0.1], [-1.4, 2.1, -0.6], [-0.1, 0.1, 0.0], [0.4, -1.8, 1.7], [-1.9, -1.8, -0.4], [-0.1, 0.3, -0.2], [0.1, 0.0, 0.2], [-0.1, 0.1, 0.3], [2.5, 0.5, 0.7], [-0.2, -1.5, -2.2], [-0.1, -0.2, 0.1], [-0.3, -0.4, 2.7], [-0.1, -1.5, -1.8], [2.3, 1.1, -0.7], [-0.1, -0.2, 0.0], [0.1, 0.1, -0.1], [-0.2, -1.5, -1.2], [-1.5, 0.9, 0.6], [-0.1, 0.1, -0.1], [1.3, 0.0, 1.2], [1.1, 1.3, 1.8], [0.1, -0.1, -0.1], [-2.0, 1.5, -0.1], [0.1, 0.1, -0.2], [1.1, -2.4, 0.8], [0.0, 0.0, -0.1], [0.0, 0.1, 0.1], [-0.2, 0.2, 0.0], [-0.1, -0.1, 0.2], [-0.1, -0.1, -0.2], [0.2, 1.1, 2.4], [0.0, 0.0, 0.0], [-0.2, 0.2, 0.0], [0.5, -2.4, -0.3], [0.2, -0.1, 0.0], [0.4, 0.1, 0.0], [0.2, -0.1, 0.3], [-2.3, 1.0, 0.0], [-0.5, 2.0, 1.6], [-1.2, -2.0, 1.2], [-0.1, 0.1, 0.1], [-0.2, 0.0, 0.0], [0.0, 0.0, 0.0], [0.1, 1.5, -1.8], [0.2, -0.1, -0.1], [0.0, 0.0, 0.2], [0.2, -0.1, 0.1], [0.0, 0.0, 0.2], [-0.1, 0.0, -0.1]], "mulliken_charge": [-0.32, -0.30, -0.45, -0.40, -0.44, -0.36, -0.50, -0.33, -0.44, -0.46, -0.34, -0.32, -0.33, -0.27, -0.41, -0.48, 0.18, -0.36, -0.44, -0.31, -0.34, 0.52, 0.25, -0.09, -0.79, -0.61, -0.45, 0.56, -0.30, -0.25, -0.56, -1.15, -0.38, -0.35, 0.54, -0.61, -0.78, -0.41, -0.55, -0.09, -0.12, -0.17, -0.53, -0.07, -1.01, -0.59, -0.70, -0.39, -0.45, -1.10, -0.22, 0.25, 0.27, -0.94, -0.31, -0.01, -0.70, -0.83, -0.19, 0.21, 0.09, 0.39, 0.05, 0.13, 0.30, 0.25, 0.24, 0.35, 0.15, 0.08, 0.37, 0.24, 0.41, 0.35, 0.29, 0.36, 0.08, 0.49, 0.35, 0.38, 0.36, 0.10, 0.43, 0.27, 0.18, 0.29, 0.20, 0.01, 0.40, 0.12, 0.33, 0.25, 0.11, 0.34, 0.35, 0.21, 0.33, 0.18, 0.09, 0.07, 0.22, 0.25, -0.10, 0.25, 0.30, 0.23, 0.38, 0.30, 0.19, 0.31, 0.25, 0.22, 0.23, 0.38, 0.20, 0.28, 0.24, 0.38, 0.24, -0.03, 0.26, 0.38, 0.00, 0.40, 0.33, 0.30, 0.34, 0.20, -0.02, 0.22, 0.23, 0.33, 0.13, 0.40, 0.32, 0.31, 0.30, 0.34, 0.38, 0.25, 0.38], "orbital_gap_ev": 6.78, "e_homo_ev": -7.96, "smiles": "CCc1c(CCCCCN)cc([C@@H](C)F)c2nc(N=C(C)C)c(COCOCCO)nc12.COCCNCCOC.COCCNCCOC.COCCNCCOC", "charge": 0}